# 1
# C44H73Br2FN6O6

A cluster of 3 separate species, C44H73Br2FN6O6 in total (ωB97M-V/def2-TZVPD, the Open Molecules 2025 dataset).

```
132
Properties=species:S:1:pos:R:3:lowdin_spin:R:1
C 6.3589 -2.4478 1.9390 0.000
C 5.1417 -1.3548 1.5894 0.000
C 4.2270 -1.8279 0.2869 0.000
N 3.5885 -0.7018 -0.4735 0.000
C 2.1328 -0.8791 -0.7940 0.000
C 1.6328 0.7143 -0.9173 0.000
C 2.7547 1.7291 -1.5319 0.000
C 2.0181 3.2298 -1.6086 0.000
F 0.8398 3.2101 -2.5207 0.000
C 1.0575 -1.4054 0.3263 0.000
C -0.5269 -0.9263 0.2190 0.000
C -1.5684 -1.8240 1.1046 0.000
C -2.9048 -2.0732 0.1300 0.000
O -3.0069 -3.0939 -0.7323 0.000
N -3.9970 -1.0323 0.2358 0.000
C -5.2512 -1.4088 -0.5197 0.000
C -6.4916 -2.0424 0.4054 0.000
C -7.9400 -2.4530 -0.2818 0.000
C -8.0965 -2.1890 -1.8934 0.000
C -6.8536 -1.5807 -2.8147 0.000
C -5.4060 -1.1680 -2.1383 0.000
N 1.4006 -1.5331 1.7772 0.000
C 1.3706 -0.3589 2.4746 0.000
C 0.0506 0.1013 3.3951 0.000
C 2.6418 0.7264 2.5646 0.000
N 0.9269 -2.8820 -0.0862 0.000
C 0.7350 -3.0086 -1.5751 0.000
O -0.1126 -3.7714 -2.2860 0.000
C 1.8284 -1.8603 -2.1152 0.000
C 0.9617 -1.2386 -3.3723 0.000
O 1.0154 -2.1244 -4.5810 0.000
O -0.1543 -2.0736 -5.2115 0.000
C 3.0168 -2.8295 -2.6845 0.000
Br 3.0885 -4.7707 -2.0547 0.000
C 4.1164 -2.4482 -3.6152 0.000
C 5.2743 -3.5369 -4.1364 0.000
Br 4.2897 -0.5858 -4.3070 0.000
H 6.1696 -2.8729 3.0384 0.000
H 7.4191 -1.9163 2.0020 0.000
H 6.3405 -3.3808 1.2312 0.000
H 4.4029 -1.4364 2.5239 0.000
H 5.6009 -0.2797 1.4677 0.000
H 4.9994 -2.3771 -0.4398 0.000
H 3.5129 -2.6640 0.6782 0.000
H 4.1553 -0.6499 -1.3740 0.000
H 0.6627 0.8387 -1.5722 0.000
H 1.3345 1.1639 0.1483 0.000
H 3.0965 1.5021 -2.6273 0.000
H 3.6967 1.9096 -0.8208 0.000
H 1.6141 3.4847 -0.5142 0.000
H 2.8034 4.0183 -1.9818 0.000
H -0.6340 0.1940 0.6191 0.000
H -0.9154 -0.8701 -0.9078 0.000
H -1.9987 -1.2112 2.0346 0.000
H -1.1354 -2.8139 1.5504 0.000
H -4.2420 -1.0079 1.2704 0.000
H -6.3893 -2.2125 1.5646 0.000
H -8.8324 -2.8812 0.3839 0.000
H -9.1392 -2.4451 -2.3903 0.000
H -7.0405 -1.4089 -3.9597 0.000
H -4.4884 -0.7118 -2.7073 0.000
H -0.6202 0.8290 2.7390 0.000
H 0.3666 0.5781 4.4208 0.000
H -0.5315 -0.8869 3.6270 0.000
H 3.4691 0.3601 3.3284 0.000
H 2.2618 1.7693 3.0044 0.000
H 3.0786 0.9882 1.4963 0.000
H 1.5473 -3.5591 0.4047 0.000
H 1.3246 -0.1723 -3.6921 0.000
H -0.1653 -1.2234 -3.0311 0.000
H -0.6123 -2.9717 -5.0780 0.000
H 5.8206 -4.0431 -3.2344 0.000
H 4.6763 -4.3005 -4.8246 0.000
H 6.0045 -2.9656 -4.8774 0.000
C 0.6782 7.7727 -5.4239 0.001
C 1.6498 7.2722 -4.3248 0.021
C 0.8729 6.9509 -3.0207 0.012
C 0.4624 8.1826 -2.2296 0.001
C 1.6736 9.0735 -1.9563 0.012
C 2.4361 9.4656 -3.2508 0.021
N 2.7456 8.2808 -4.1275 0.307
O 3.8366 7.6049 -3.5490 0.619
C 1.6006 10.5159 -4.0334 0.001
C 3.7181 10.2635 -2.8414 -0.001
C 2.1572 5.9081 -4.9085 -0.001
H 0.1737 8.7056 -5.1919 0.000
H 1.2000 7.9034 -6.3797 0.001
H -0.1266 7.0422 -5.5941 0.000
H 1.4903 6.3181 -2.3688 0.002
H -0.0245 6.3627 -3.2485 0.001
H -0.3158 8.7363 -2.7604 0.000
H 0.0221 7.8741 -1.2723 0.001
H 1.3416 9.9746 -1.4273 0.001
H 2.3478 8.5474 -1.2701 0.002
H 1.9827 10.6466 -5.0563 0.001
H 1.6445 11.5000 -3.5487 0.000
H 0.5376 10.2794 -4.0856 0.000
H 4.3768 9.6967 -2.1734 -0.001
H 3.4561 11.1801 -2.2986 0.000
H 4.2963 10.5607 -3.7260 0.000
H 2.7532 6.0605 -5.8165 0.000
H 1.3140 5.2592 -5.1764 0.000
H 2.7631 5.3415 -4.1916 -0.001
C -1.6846 -5.0673 6.4632 0.001
C -3.1801 -5.4693 6.3986 0.021
C -3.3218 -6.9714 6.0365 0.012
C -3.0789 -7.2759 4.5669 0.001
C -3.9659 -6.3995 3.6834 0.012
C -3.7988 -4.8843 3.9782 0.021
N -3.9027 -4.5603 5.4454 0.303
O -5.2678 -4.5964 5.7870 0.623
C -2.4338 -4.4047 3.4122 0.001
C -4.8391 -4.0992 3.1126 -0.001
C -3.6454 -5.3069 7.8872 -0.001
H -1.1511 -5.1535 5.5216 0.000
H -1.5699 -4.0364 6.8194 0.001
H -1.1379 -5.7132 7.1664 0.000
H -4.3312 -7.3202 6.2938 0.002
H -2.6324 -7.5743 6.6402 0.001
H -2.0241 -7.1384 4.3171 0.000
H -3.3074 -8.3313 4.3679 0.001
H -3.7365 -6.6058 2.6312 0.001
H -5.0109 -6.6963 3.8319 0.002
H -2.1710 -3.4086 3.7972 0.001
H -2.4630 -4.3257 2.3176 0.000
H -1.6094 -5.0875 3.6192 0.000
H -5.8728 -4.4086 3.3054 -0.001
H -4.6693 -4.2679 2.0421 0.000
H -4.7634 -3.0185 3.2899 0.000
H -3.6102 -4.2571 8.2032 0.000
H -2.9948 -5.8738 8.5647 0.000
H -4.6620 -5.6816 8.0549 -0.001
```

## Properties
<S²>: 2.010
Spin multiplicity: 3
Largest force on an atom (eV/A): 8.90
Frontier orbital gap (eV): 7.43
M (g/mol): 960.91
HOMO energy (eV): -8.25

# 2
# C44H74B2O22P

A cluster of 10 separate species, C44H74B2O22P in total (ωB97M-V/def2-TZVPD, the Open Molecules 2025 dataset).

```
143
Properties=species:S:1:pos:R:3:lowdin_charge:R:1
C -0.8970 -0.4166 -0.4767 -0.060
C -2.0849 0.5645 -0.3554 -0.375
C -2.9991 0.4336 -1.5760 -0.060
C -1.5346 1.9794 -0.1495 -0.134
C -2.5239 3.1354 -0.1402 -0.313
C -1.8109 4.3067 0.5844 -0.213
O -2.1259 5.4960 -0.0319 -0.066
B -2.3196 5.1270 -1.4671 -0.841
B -3.7518 5.9669 -2.0152 -0.513
O -4.2575 5.8520 -3.3411 0.055
O -4.5631 6.7319 -1.1848 0.107
P -0.6910 5.5229 -2.5680 0.927
C 0.0098 3.9157 -3.1797 -0.322
C 0.6674 6.0200 -1.4229 -0.342
O -2.7589 3.6843 -1.4201 -0.064
H -0.8031 -1.0067 0.4160 0.047
H -0.9787 -1.0443 -1.3481 0.065
H 0.0179 0.1438 -0.5760 0.067
H -2.6017 0.2691 0.5451 0.115
H -3.9728 0.0754 -1.2653 0.066
H -3.1504 1.3682 -2.0825 0.055
H -2.6418 -0.2911 -2.2808 0.043
H -0.7429 2.1951 -0.8443 0.107
H -1.0731 1.9791 0.8337 0.119
H -3.4494 2.8861 0.3688 0.143
H -0.7474 4.1120 0.3875 0.101
H -1.8742 4.3165 1.6688 0.118
H -4.7486 5.0205 -3.3857 0.069
H -5.3987 6.2773 -1.0019 0.090
H 0.5311 3.4140 -2.3769 0.011
H -0.7699 3.2802 -3.5469 -0.012
H 0.7343 4.1017 -3.9592 0.007
H 0.3988 6.8931 -0.8552 0.026
H 0.9178 5.2243 -0.7464 -0.010
H 1.5289 6.2537 -2.0257 0.010
O 2.7313 5.0588 0.7621 0.114
C 3.6140 4.5652 0.1225 -0.465
O 3.4239 4.0686 -1.1181 0.023
C 4.6203 3.4384 -1.5974 -0.150
C 5.7540 4.0623 -0.7852 -0.147
C 5.0588 4.3519 0.5484 -0.077
H 4.5323 2.3629 -1.4297 0.127
H 4.7019 3.6200 -2.6658 0.123
H 6.6281 3.4190 -0.7054 0.111
H 6.0671 4.9994 -1.2474 0.115
H 5.0962 3.5017 1.2276 0.130
H 5.4480 5.2290 1.0476 0.102
O -1.8637 0.5412 -4.5138 0.122
C -2.5959 1.1732 -5.2109 -0.472
O -3.3030 0.6007 -6.2329 0.009
C -4.0169 1.6153 -6.9567 -0.172
C -4.1560 2.7842 -5.9874 -0.149
C -2.8788 2.6583 -5.1537 -0.070
H -3.4339 1.8817 -7.8419 0.121
H -4.9721 1.2036 -7.2767 0.117
H -4.2692 3.7446 -6.4828 0.115
H -5.0303 2.6270 -5.3509 0.117
H -2.0403 3.1923 -5.6019 0.136
H -2.9914 2.9790 -4.1213 0.112
O 1.2268 -2.9664 1.9587 0.118
C 0.3655 -3.7387 1.6556 -0.488
O -0.7403 -3.3692 0.9721 0.011
C -1.6472 -4.4800 0.8420 -0.148
C -0.7882 -5.7288 1.0107 -0.158
C 0.2898 -5.2259 1.9756 -0.073
H -2.4097 -4.3907 1.6201 0.127
H -2.1290 -4.4241 -0.1274 0.116
H -1.3426 -6.5899 1.3652 0.099
H -0.3374 -5.9970 0.0572 0.119
H -0.0064 -5.3357 3.0201 0.126
H 1.2575 -5.6934 1.8206 0.120
O 5.8325 4.8478 3.4522 0.096
C 4.9841 5.4823 4.0112 -0.474
O 4.7849 5.3807 5.3476 0.020
C 3.6389 6.1635 5.7374 -0.153
C 3.4736 7.2077 4.6380 -0.143
C 3.9823 6.4476 3.4110 -0.068
H 2.7779 5.4970 5.8089 0.127
H 3.8323 6.5952 6.7162 0.118
H 2.4542 7.5728 4.5437 0.118
H 4.1208 8.0620 4.8412 0.115
H 3.1988 5.8691 2.9174 0.119
H 4.4628 7.0900 2.6790 0.130
O -2.3541 -7.9977 -0.4357 0.101
C -3.4999 -7.6444 -0.4669 -0.485
O -3.8401 -6.3497 -0.6456 0.011
C -5.2728 -6.1859 -0.5457 -0.131
C -5.8450 -7.5674 -0.8431 -0.151
C -4.7511 -8.4860 -0.2988 -0.065
H -5.5075 -5.8375 0.4625 0.125
H -5.5822 -5.4271 -1.2587 0.127
H -6.8250 -7.7336 -0.4033 0.118
H -5.9226 -7.7061 -1.9186 0.081
H -4.8786 -8.7081 0.7622 0.132
H -4.6656 -9.4137 -0.8561 0.110
O -6.7989 -10.4642 -2.0850 0.111
C -7.7428 -10.1398 -2.7477 -0.502
O -8.6258 -9.2054 -2.3421 0.023
C -9.7069 -9.0916 -3.2849 -0.143
C -9.1511 -9.6387 -4.5968 -0.143
C -8.1632 -10.6944 -4.0980 -0.069
H -10.5497 -9.6779 -2.9123 0.124
H -10.0042 -8.0486 -3.3456 0.126
H -9.9231 -10.0223 -5.2605 0.114
H -8.6079 -8.8551 -5.1230 0.111
H -8.6357 -11.6652 -3.9390 0.130
H -7.3020 -10.8041 -4.7494 0.107
O 11.0159 8.1469 5.2196 0.103
C 10.3417 7.2313 4.8410 -0.492
O 9.2852 7.4057 4.0180 0.025
C 8.5909 6.1490 3.8175 -0.146
C 9.6242 5.0754 4.1298 -0.141
C 10.4728 5.7599 5.1981 -0.074
H 7.7425 6.1107 4.4969 0.110
H 8.2240 6.1044 2.7973 0.120
H 9.1811 4.1363 4.4508 0.109
H 10.2345 4.8774 3.2470 0.117
H 10.0629 5.6064 6.1968 0.109
H 11.5141 5.4530 5.1738 0.124
O 9.5263 2.8100 6.8905 0.127
C 9.0365 3.2450 7.8890 -0.483
O 8.4469 4.4650 7.9266 0.012
C 8.0353 4.7866 9.2661 -0.150
C 7.9100 3.4418 9.9782 -0.150
C 8.9852 2.6125 9.2702 -0.071
H 8.7984 5.4251 9.7156 0.126
H 7.1006 5.3379 9.2183 0.124
H 8.0363 3.5165 11.0557 0.113
H 6.9279 3.0115 9.7831 0.118
H 9.9660 2.7235 9.7342 0.129
H 8.7351 1.5592 9.1939 0.124
O -6.0293 -8.1723 -4.0593 0.120
C -5.2727 -8.7798 -4.7602 -0.471
O -5.6218 -9.2142 -5.9939 0.014
C -4.5578 -10.0066 -6.5607 -0.147
C -3.2970 -9.5762 -5.8157 -0.142
C -3.8580 -9.2171 -4.4373 -0.058
H -4.7943 -11.0605 -6.4001 0.125
H -4.5155 -9.8152 -7.6290 0.124
H -2.5278 -10.3441 -5.8012 0.116
H -2.8759 -8.6868 -6.2836 0.120
H -3.9142 -10.0803 -3.7716 0.136
H -3.3148 -8.4147 -3.9467 0.130
```

## Properties
Spin multiplicity: 1
Largest force on an atom (eV/A): 1.57
Frontier orbital gap (eV): 4.38
Energy above the lowest of the compared OMol25 structures with the same formula, charge and spin (kJ/mol): 0.00
M (g/mol): 1007.65
HOMO energy (eV): -2.93
Net charge: -1

# 3
# C44H74F2N2O15S

A cluster of 11 separate species, C44H74F2N2O15S in total (ωB97M-V/def2-TZVPD, the Open Molecules 2025 dataset).

```
138
Properties=species:S:1:pos:R:3:lowdin_charge:R:1
C -3.3805 -0.2170 7.4728 -0.018
C -3.7546 -0.0670 6.0402 -0.138
C -2.8039 0.5513 4.8460 -0.155
N -1.5180 -0.2128 4.6052 -0.001
C -0.3233 0.6357 4.2052 -0.197
O 0.1289 1.8118 4.6583 -0.018
C 0.4607 -0.2142 3.0405 0.078
C 1.8263 0.1254 2.1699 -0.012
N 2.5930 1.4047 2.4246 -0.043
C 2.9888 2.1187 1.1504 -0.219
C 4.6247 2.2711 1.0166 -0.225
C 5.1697 1.7582 -0.4468 -0.148
C 2.2815 -1.0437 1.0648 0.058
F 3.5094 -0.8684 0.2179 -0.057
C 1.3989 -2.4491 0.8699 -0.059
O 1.9367 -3.4084 -0.1322 -0.056
C 0.0162 -2.7532 1.7604 -0.104
S -0.9624 -4.3261 1.4878 0.895
O -0.8287 -4.6692 -0.0472 -0.371
O -2.4809 -4.2151 1.7627 -0.319
F -0.2092 -5.6788 2.3018 -0.265
C -0.3964 -1.6030 2.8532 0.041
C -1.6411 -1.5748 3.9191 -0.183
O -2.5763 -2.4685 4.2483 0.020
H -4.1835 -0.0165 8.3166 0.071
H -2.2814 -0.5355 7.7316 0.056
H -4.8238 -0.4662 5.6967 0.104
H -2.4736 1.6344 5.2232 0.143
H -3.4145 0.7045 3.8403 0.112
H 3.4075 1.2448 3.0631 0.127
H 2.5603 3.2271 1.2396 0.125
H 2.5017 1.6682 0.1743 0.120
H 5.1894 1.6560 1.8633 0.111
H 4.9520 3.4054 1.1852 0.113
H 5.7642 2.6302 -0.9610 0.082
H 4.2620 1.4857 -1.1372 0.068
H 5.7964 0.7815 -0.2743 0.084
H 2.2755 -4.1975 0.4165 0.145
C -4.2871 -0.1103 0.1157 -0.006
C -3.5677 1.0363 0.7745 -0.461
C -3.6877 2.3920 0.1313 -0.014
O -2.9072 0.8716 1.7989 0.018
H -4.1112 -1.0266 0.6893 0.086
H -5.3616 0.0883 0.0945 0.092
H -3.9065 -0.2541 -0.8987 0.062
H -4.7354 2.7021 0.1108 0.090
H -3.2804 2.3596 -0.8824 0.071
H -3.1173 3.1222 0.7151 0.079
C 5.5151 -0.3088 -4.7044 -0.025
C 6.2346 0.8378 -4.0456 -0.486
C 6.1146 2.1935 -4.6888 -0.038
O 6.8950 0.6732 -3.0212 0.031
H 5.6910 -1.2250 -4.1308 0.082
H 4.4407 -0.1102 -4.7256 0.079
H 5.8958 -0.4526 -5.7188 0.087
H 5.0668 2.5036 -4.7093 0.073
H 6.5219 2.1611 -5.7025 0.080
H 6.6849 2.9238 -4.1050 0.084
C 0.7990 2.4683 7.9468 -0.023
C -0.1481 1.7945 8.9035 -0.472
C -0.4126 2.4811 10.2168 -0.022
O -0.6852 0.7242 8.6229 0.020
H 0.8942 1.8594 7.0414 0.061
H 0.4094 3.4506 7.6683 0.086
H 1.7852 2.5664 8.4076 0.079
H -0.8562 3.4641 10.0394 0.086
H 0.5196 2.5799 10.7787 0.087
H -1.1146 1.8807 10.8051 0.082
C 3.0346 4.1156 -7.6912 -0.023
C 3.3396 2.6828 -7.3441 -0.467
C 2.2170 1.6867 -7.4610 -0.033
O 4.4628 2.3393 -6.9792 0.025
H 3.9382 4.7206 -7.5606 0.085
H 2.7145 4.1853 -8.7337 0.087
H 2.2566 4.5011 -7.0274 0.085
H 1.8605 1.6482 -8.4934 0.076
H 1.4026 1.9640 -6.7871 0.088
H 2.5825 0.6935 -7.1791 0.068
C -2.5980 -7.0296 -1.0736 -0.034
C -3.0904 -8.3126 -1.6884 -0.493
C -3.5909 -9.3820 -0.7545 -0.027
O -3.0839 -8.4806 -2.9068 0.034
H -2.2677 -6.3506 -1.8669 0.084
H -3.4070 -6.5500 -0.5170 0.091
H -1.7513 -7.2348 -0.4138 0.081
H -4.4441 -9.0071 -0.1837 0.085
H -2.7884 -9.6919 -0.0805 0.086
H -3.9139 -10.2508 -1.3379 0.083
C 4.7615 6.0803 7.9208 -0.027
C 3.2855 5.7878 7.8733 -0.485
C 2.4873 6.4249 6.7673 -0.027
O 2.7523 5.0565 8.7061 0.036
H 5.2084 5.5538 8.7708 0.083
H 5.2392 5.7306 7.0023 0.086
H 4.9236 7.1534 8.0497 0.085
H 2.8638 6.0905 5.7974 0.078
H 2.5482 7.5134 6.8447 0.089
H 1.4379 6.1251 6.8583 0.082
C 0.1207 8.3086 2.8064 -0.028
C 0.4256 6.8758 3.1534 -0.488
C -0.6970 5.8797 3.0365 -0.021
O 1.5488 6.5323 3.5184 0.039
H 1.0242 8.9137 2.9370 0.084
H -0.1994 8.3783 1.7639 0.085
H -0.6574 8.6941 3.4702 0.086
H -1.0535 5.8412 2.0042 0.084
H -1.5114 6.1570 3.7105 0.088
H -0.3315 4.8865 3.3184 0.081
C 0.2294 -2.3846 -10.0015 -0.023
C 1.1455 -1.7385 -8.9967 -0.472
C 1.8820 -2.6442 -8.0463 -0.017
O 1.2867 -0.5174 -8.9541 0.035
H -0.2346 -1.6094 -10.6206 0.085
H 0.8012 -3.0538 -10.6491 0.088
H -0.5589 -2.9373 -9.4840 0.088
H 2.5275 -3.3250 -8.6070 0.090
H 1.1674 -3.2084 -7.4418 0.089
H 2.5055 -2.0398 -7.3790 0.077
C -2.2148 -0.4430 -4.7916 -0.020
C -2.0333 0.0313 -3.3744 -0.475
C -0.7239 -0.2810 -2.7007 -0.014
O -2.9208 0.6502 -2.7896 0.034
H -3.2067 -0.1467 -5.1491 0.087
H -1.4598 0.0142 -5.4359 0.082
H -2.1399 -1.5327 -4.8311 0.089
H 0.0976 0.1834 -3.2519 0.085
H -0.5825 -1.3634 -2.6471 0.091
H -0.7348 0.1219 -1.6823 0.081
C -8.2293 -8.9221 -2.9860 -0.029
C -7.5957 -7.9035 -3.8955 -0.492
C -6.1462 -8.0981 -4.2520 -0.023
O -8.2378 -6.9489 -4.3305 0.045
H -9.2773 -8.6540 -2.8152 0.083
H -8.1924 -9.9100 -3.4518 0.085
H -7.7104 -8.9351 -2.0241 0.081
H -6.0165 -9.0493 -4.7743 0.091
H -5.5346 -8.0744 -3.3466 0.064
H -5.8236 -7.2877 -4.9143 0.088
```

## Properties
Spin multiplicity: 1
SMILES string: C=CCN1C(=O)c2c(NCCC)c(F)c(O)c(S(=O)(=O)F)c2C1=O.CC(C)=O.CC(C)=O.CC(C)=O.CC(C)=O.CC(C)=O.CC(C)=O.CC(C)=O.CC(C)=O.CC(C)=O.CC(C)=O
Largest force on an atom (eV/A): 8.95
Frontier orbital gap (eV): 6.03
M (g/mol): 941.14
HOMO energy (eV): -8.18

> Among the records above, which one has the highest spin multiplicity?

C44H73Br2FN6O6